No. 1
The following is a DFT calculation (ωB97M-V with the def2-TZVPD basis set) of C3H5N3O in the gas phase in a non-equilibrium geometry.

Last column: Löwdin charge in e.
Geometry (Å):
N -1.0999 -0.2399 -0.6184  0.065
H 2.0636 -0.7231 1.8676  0.100
N 0.8772 2.5541 0.3391  -0.002
C 0.9276 0.3548 0.6512  -0.270
H 1.0936 -1.5820 0.7347  0.072
N 1.5931 -0.7841 0.9952  0.162
O 1.4903 1.5698 0.8937  -0.013
H -0.6290 -1.1218 -0.4961  0.055
H -0.9890 2.7665 -0.5791  0.139
H -1.5220 -0.2420 -1.5834  0.114
C -0.1617 2.0691 -0.2916  -0.125
C -0.1931 0.7280 -0.1660  -0.297

Computed properties:
- energy above the lowest of the compared OMol25 structures with the same formula, charge and spin (kcal per mole) = 74.4
- gap between HOMO and LUMO (eV) = 8.31
- SMILES = Nc1cnoc1N
- LUMO (eV) = 0.70
- HOMO energy (eV) = -7.60
- DFT total energy (eV) = -9707.357

***

No. 2
The following is a DFT calculation (ωB97M-V with the def2-TZVPD basis set) of C3H5N3O in the gas phase.

Last column: Löwdin charge in e.
Geometry (Å):
H 0.0697 -2.0134 0.1222  0.157
C 0.6679 0.0286 -0.0616  -0.378
H 0.1978 2.1822 0.0412  0.107
H 2.5575 0.6927 -0.0441  0.090
H -2.2247 1.3045 0.2019  0.149
C -0.0859 1.1449 -0.0432  -0.061
C -1.5132 -0.6410 0.1032  -0.541
N -0.1970 -1.0637 -0.0814  0.160
N 2.0453 -0.1754 0.0499  0.097
N -1.4338 0.7265 -0.0265  0.097
H 2.4023 -0.8555 -0.6113  0.088
O -2.4859 -1.3305 0.3496  0.036

Computed properties:
- energy above the lowest of the compared OMol25 structures with the same formula, charge and spin (kcal per mole) = 5.5
- gap between HOMO and LUMO (eV) = 8.41
- SMILES = Nc1c[nH]c(=O)[nH]1
- LUMO (eV) = 0.78
- HOMO energy (eV) = -7.63
- DFT total energy (eV) = -9710.345

***

No. 3
The following is a DFT calculation (ωB97M-V with the def2-TZVPD basis set) of C3H5N3O in the gas phase in a non-equilibrium geometry.

Last column: Löwdin charge in e.
Geometry (Å):
H 0.3679 1.9070 -1.1029  0.117
C 0.1572 -1.0617 2.1678  -0.181
N -0.7849 1.8094 -2.6813  0.044
H -1.4586 1.0819 -3.1036  0.030
C 0.0605 -0.1169 0.1117  -0.172
H -0.2553 -1.9511 2.8265  0.163
C -0.0974 1.0476 -1.7204  -0.380
N -0.2738 -0.0568 -1.1278  0.037
H -0.7263 -2.1022 0.2230  0.214
O 1.1424 -0.2208 2.2942  -0.053
N -0.1212 -1.3359 0.7693  0.050
H 0.4709 0.6997 0.7267  0.132

Computed properties:
- energy above the lowest of the compared OMol25 structures with the same formula, charge and spin (kcal per mole) = 102.9
- gap between HOMO and LUMO (eV) = 8.49
- SMILES = [H]/N=C\N=C\NC=O
- LUMO (eV) = -0.67
- HOMO energy (eV) = -9.16
- DFT total energy (eV) = -9706.122